(1)
21
Properties=species:S:1:pos:R:3 method="wB97M-V/def2-TZVPD" lumo_energy_ev=-2.79 total_charge=+1 homo_lumo_gap_ha=0.4283 homo_energy_ev=-14.45 relative_energy_kcal_mol=23.95
C 0.547 0.178 -0.273
C -1.938 0.657 -0.302
C -1.104 1.468 0.707
C -1.015 -0.511 -0.659
C -1.274 -1.679 0.278
C 2.931 0.186 -0.166
N 0.311 1.172 0.542
N 1.670 -0.293 -0.685
H -2.934 0.468 -0.012
H -2.129 1.472 -1.050
H -1.375 2.565 0.566
H -1.456 1.263 1.671
H -1.044 -0.870 -1.695
H -0.538 -2.499 -0.029
H -2.189 -2.166 0.064
H -1.200 -1.184 1.320
H 2.612 0.809 0.666
H 3.475 0.864 -0.888
H 3.583 -0.638 0.043
H 1.099 1.850 0.805
H 1.593 -0.869 -1.445



(2)
83
Properties=species:S:1:pos:R:3 method="wB97M-V/def2-TZVPD" lumo_energy_ev=2.30 total_charge=-1 homo_lumo_gap_ha=0.2328 homo_energy_ev=-4.03 relative_energy_kcal_mol=107.80
C -1.294 1.211 -1.096
O -2.609 0.827 -1.254
H -0.564 0.466 -0.719
H -0.864 1.653 -2.031
H -1.217 2.055 -0.380
C 3.655 -3.473 -3.284
C 3.138 -3.845 -1.905
C 3.853 -3.223 -0.729
O 2.815 -3.108 0.227
C 1.590 -3.155 -0.401
O 0.545 -3.049 0.156
O 1.772 -3.526 -1.660
H 3.566 -2.395 -3.433
H 3.150 -3.983 -4.099
H 4.721 -3.704 -3.318
H 3.294 -4.916 -1.729
H 4.292 -2.254 -0.989
H 4.671 -3.859 -0.396
C -0.711 -3.857 4.826
C 0.247 -2.928 4.080
C 0.006 -1.416 4.182
O 1.241 -0.927 4.633
C 2.131 -1.908 4.873
O 3.207 -1.745 5.361
O 1.592 -3.089 4.558
H -1.705 -3.610 4.452
H -0.709 -3.587 5.887
H -0.420 -4.898 4.734
H 0.256 -3.242 3.034
H -0.782 -1.327 4.936
H -0.296 -1.033 3.210
C 1.839 0.648 -2.315
C 2.611 1.002 -1.051
C 1.882 2.038 -0.216
O 1.924 1.460 1.095
C 2.496 0.240 1.070
O 2.724 -0.426 2.026
O 2.785 -0.137 -0.212
H 2.383 -0.084 -2.912
H 1.686 1.568 -2.882
H 0.864 0.217 -2.079
H 3.588 1.374 -1.371
H 0.842 2.251 -0.458
H 2.517 2.926 -0.205
C 0.260 4.411 4.866
C 0.161 3.367 3.720
C 0.040 1.905 4.187
O -1.140 1.462 3.529
C -1.835 2.492 3.045
O -2.925 2.368 2.587
O -1.140 3.628 3.166
H 1.118 4.263 5.524
H -0.593 4.351 5.542
H 0.284 5.381 4.375
H 0.808 3.451 2.845
H -0.156 1.917 5.262
H 0.938 1.343 3.952
C -2.268 3.423 -0.413
C -3.055 2.952 -1.626
C -4.267 2.119 -1.317
O -5.118 2.462 -2.424
C -4.770 3.662 -2.896
O -5.351 4.336 -3.690
O -3.547 4.035 -2.401
H -1.406 4.009 -0.739
H -1.909 2.570 0.163
H -2.933 4.021 0.211
H -2.323 2.324 -2.149
H -4.730 2.271 -0.342
H -4.015 1.060 -1.398
C -2.386 -0.354 -4.399
C -1.281 -1.225 -3.864
C -1.527 -2.732 -3.970
O -0.245 -3.241 -4.355
C 0.439 -2.237 -4.944
O 1.502 -2.357 -5.474
O -0.144 -1.074 -4.719
H -2.188 0.698 -4.216
H -3.394 -0.573 -4.048
H -2.504 -0.587 -5.464
H -0.986 -0.941 -2.853
H -2.405 -3.069 -4.525
H -1.718 -3.123 -2.966



(3)
94
Properties=species:S:1:pos:R:3 method="wB97M-V/def2-TZVPD" lumo_energy_ev=-1.66 total_charge=0 homo_lumo_gap_ha=0.2808 homo_energy_ev=-9.30 relative_energy_kcal_mol=1.71
C -1.631 2.319 5.693
C -0.811 1.278 5.823
C -0.888 0.126 4.904
O -0.144 -0.823 5.186
C -1.904 0.142 3.871
C -2.806 1.150 3.788
C -2.759 2.353 4.691
O -3.621 3.149 4.698
H -1.646 3.252 6.141
H -0.015 1.368 6.519
H -1.996 -0.735 3.253
H -3.621 1.026 3.081
C 4.498 -4.121 1.155
C 3.989 -2.943 0.806
C 4.040 -2.457 -0.606
O 3.561 -1.437 -0.937
C 4.859 -3.287 -1.544
C 5.238 -4.539 -1.202
C 4.962 -5.153 0.112
O 5.211 -6.325 0.363
H 4.269 -4.602 2.135
H 3.437 -2.246 1.458
H 4.937 -3.014 -2.578
H 5.624 -5.221 -1.922
C -0.089 -0.615 -5.007
C -0.918 -1.067 -4.034
C -0.565 -1.067 -2.650
O -1.524 -1.422 -1.940
C 0.832 -0.929 -2.283
C 1.757 -0.670 -3.241
C 1.328 -0.322 -4.633
O 2.113 0.078 -5.463
H -0.345 -0.441 -6.038
H -1.951 -1.254 -4.215
H 1.165 -1.234 -1.310
H 2.783 -0.597 -3.110
C -3.531 0.286 -0.186
C -4.869 0.227 -0.435
C -5.796 1.483 -0.093
O -6.980 1.288 -0.069
C -5.124 2.704 0.523
C -3.768 2.693 0.650
C -2.934 1.552 0.144
O -1.721 1.700 0.234
H -2.984 -0.649 -0.270
H -5.388 -0.722 -0.710
H -5.812 3.392 0.826
H -3.148 3.407 1.156
C -0.121 -3.729 -0.549
C -0.891 -3.139 0.372
C -0.774 -3.557 1.790
O -1.436 -2.927 2.604
C 0.168 -4.684 2.199
C 0.942 -5.199 1.227
C 0.993 -4.603 -0.125
O 1.876 -4.822 -0.903
H -0.232 -3.457 -1.571
H -1.627 -2.428 -0.004
H 0.186 -5.071 3.200
H 1.743 -5.874 1.331
C 1.038 -0.954 1.820
C 1.898 0.305 1.795
C 1.058 1.571 2.043
O 1.959 2.684 1.859
C 1.376 3.917 2.089
N 3.007 0.151 2.737
H 0.224 -0.814 1.088
H 0.570 -1.026 2.802
H 1.482 -1.928 1.685
H 2.324 0.455 0.825
H 0.697 1.483 3.053
H 0.138 1.797 1.329
H 0.839 4.266 1.211
H 2.105 4.647 2.506
H 0.448 3.845 2.772
H 2.590 0.086 3.666
H 3.659 0.909 2.683
C -1.848 3.194 -4.924
C -1.745 2.745 -3.459
C -0.399 3.066 -2.837
O 0.660 2.282 -3.483
C 1.942 2.615 -2.919
N -2.809 3.205 -2.628
H -1.650 4.307 -4.882
H -2.796 3.050 -5.433
H -1.030 2.696 -5.437
H -1.777 1.657 -3.329
H -0.357 2.842 -1.781
H -0.105 4.062 -2.971
H 2.701 2.367 -3.641
H 2.056 1.997 -2.046
H 2.037 3.705 -2.726
H -3.662 3.039 -3.154
H -2.773 4.185 -2.622



(4)
17
Properties=species:S:1:pos:R:3 method="wB97M-V/def2-TZVPD" lumo_energy_ev=-4.81 total_charge=+1 homo_lumo_gap_ha=0.3465 homo_energy_ev=-14.24 relative_energy_kcal_mol=119.77
C -1.448 -0.394 -0.908
C 0.862 0.160 -1.232
C 0.215 -2.031 -1.530
N 0.095 0.771 1.346
N -0.148 -0.830 -1.355
O -0.392 0.348 3.832
O 0.745 2.567 3.258
S 0.002 1.141 2.754
H -2.231 -0.356 -1.651
H -1.881 -1.120 -0.217
H -1.381 0.586 -0.520
H 0.487 1.131 -1.466
H 1.246 0.137 -0.140
H 1.749 -0.219 -1.892
H -0.654 -2.716 -1.332
H 1.232 -2.169 -1.754
H 1.503 2.992 2.807